(1)
2 unconnected molecules or ions with the total composition C5H13NO2. Source: the OMol25 dataset; level of theory: ωB97M-V/def2-TZVPD.

Properties
- molecular weight (g mol⁻¹) = 119.16
- electronic energy (a.u.) = -403.5288
- orbital gap (eV) = 10.054
- structure (SMILES) = CCN(C)C(C)=O.O

Geometry (Å):
C: 1.08469 2.08247 -1.51281
C: -0.24370 1.88904 -0.81441
N: -0.59243 0.56425 -0.29887
C: -1.80538 -0.05454 -0.80431
C: 0.00822 -0.02924 0.75132
C: 1.29670 0.59176 1.28438
O: -0.30401 -1.13049 1.18675
H: 1.81361 2.67117 -0.95803
H: 1.57522 1.10114 -1.53824
H: 0.93794 2.36244 -2.54895
H: -1.11373 2.20034 -1.39715
H: -0.43500 2.57247 0.04334
H: -2.14867 -0.84664 -0.14209
H: -1.59291 -0.68608 -1.68727
H: -2.52783 0.72282 -1.04055
H: 1.43362 0.28778 2.32682
H: 2.21265 0.25861 0.79222
H: 1.27593 1.68356 1.37562
O: -0.35522 -5.75623 1.61608
H: -1.03536 -5.13426 1.76203
H: 0.51566 -5.35037 1.60413


(2)
C13H14F3O3P in the gas phase. Source: the OMol25 dataset; level of theory: ωB97M-V/def2-TZVPD.

Properties
- molecular weight (g mol⁻¹) = 306.22
- electronic energy (a.u.) = -1370.0891
- orbital gap (eV) = 9.802
- structure (SMILES) = CC#C[P@](=O)(OCC)[C@](O)(c1ccccc1)C(F)(F)F

Geometry (Å):
C: -1.31655 -4.37050 -0.95878
C: -1.10473 -3.02104 -0.58022
C: -1.00748 -1.77825 -0.23762
P: -0.96005 -0.26350 0.40531
O: -0.75469 -0.31414 1.71867
O: -2.32599 0.51262 -0.05063
C: -3.43449 0.71217 0.96946
C: -4.24056 -0.37241 0.82445
C: 0.38156 0.28207 -0.60340
O: -0.03550 -0.00062 -1.85038
C: 1.59187 -0.18220 -0.03121
C: 2.33632 0.50533 0.95924
C: 3.34928 -0.14167 1.64497
C: 3.87896 -1.30736 0.82294
C: 3.19719 -1.74347 -0.05134
C: 2.16249 -1.14334 -0.66018
C: 0.30229 2.07876 -0.62262
F: -0.62006 2.45150 -1.56663
F: -0.02638 2.45975 0.65602
F: 1.45079 2.42060 -0.89603
H: -1.44988 -4.29540 -2.09075
H: -0.48529 -4.94414 -0.88928
H: -2.30994 -4.87870 -0.47038
H: -3.03892 1.22284 1.67491
H: -3.87853 1.49628 0.26353
H: -3.67894 -1.17828 1.27412
H: -5.01828 -0.22736 1.59649
H: -4.65366 -0.50544 -0.00621
H: 0.74920 0.32812 -2.50447
H: 1.84747 1.41734 1.49036
H: 3.85393 0.04128 2.40678
H: 4.90369 -1.73423 1.30257
H: 3.72634 -2.54368 -0.92747
H: 1.61523 -1.63262 -1.40623


(3)
C5H7NO in the gas phase. Source: the OMol25 dataset; level of theory: ωB97M-V/def2-TZVPD.

Properties
- molecular weight (g mol⁻¹) = 97.12
- electronic energy (a.u.) = -324.5635
- orbital gap (eV) = 9.407
- structure (SMILES) = [H]/N=C(/C)OC#CC

Geometry (Å):
H: 2.67252 -1.41463 -1.33324
N: 3.06040 -0.62407 -0.76438
C: 2.15197 -0.12224 -0.15362
C: 1.98180 0.93109 0.86616
O: 0.70227 -0.66931 -0.44067
C: -0.58758 -0.36369 -0.31784
C: -1.81455 -0.30903 -0.31180
C: -3.24913 -0.17590 -0.14099
H: 1.40254 1.77407 0.35776
H: 1.28947 0.48008 1.59862
H: 3.07617 0.98511 1.14276
H: -3.70840 -1.10025 -0.07241
H: -3.26040 0.48013 0.67492
H: -3.71709 0.12865 -1.10529


(4)
A molecular structure, C29H30F2N4O3S2. Source: the OMol25 dataset; level of theory: ωB97M-V/def2-TZVPD.

Properties
- molecular weight (g mol⁻¹) = 584.71
- electronic energy (a.u.) = -2563.7427
- orbital gap (eV) = 7.733

Geometry (Å):
C: -1.05549 2.51317 3.53365
C: 0.46725 2.55294 3.91189
O: 1.07659 1.62656 4.39522
O: 1.17113 3.76253 3.70946
C: 1.61836 3.71501 2.30500
C: 2.73963 4.82056 2.16498
C: 4.14104 4.11156 1.88148
C: 4.17035 3.71215 0.32974
C: 3.92064 2.14763 0.18486
C: 2.62726 1.75562 -0.61332
C: 1.54185 2.65728 -0.97458
C: 0.34845 2.11907 -1.78548
C: -0.87923 2.99696 -2.20588
C: -1.35879 4.01514 -1.08106
S: -2.78455 4.96127 -1.80007
C: -4.24002 4.61900 -0.78852
N: -5.17332 3.62368 -0.89020
N: -6.11613 3.80064 0.09426
C: -5.69694 4.91002 0.76049
O: -4.52783 5.46756 0.29174
C: 0.30057 0.71250 -2.21637
C: 1.38955 -0.29725 -1.86346
N: 1.47983 -1.65508 -2.17474
S: 2.92890 -2.12328 -1.45212
N: 3.47635 -0.69597 -0.78151
C: 2.53723 0.29441 -1.04773
H: -1.33597 1.44992 3.29243
H: -1.16815 3.11414 2.57724
H: -1.71750 2.97620 4.31348
H: 1.96300 2.66561 2.09777
H: 0.72720 3.96787 1.65945
H: 2.52308 5.47748 1.27744
H: 2.83559 5.47585 3.07332
H: 4.30737 3.21796 2.55215
H: 4.98032 4.83555 2.13129
H: 3.49573 4.33910 -0.30887
H: 5.23234 3.91947 -0.01433
H: 4.79118 1.73078 -0.41587
H: 3.96980 1.60402 1.17904
H: 1.57738 3.73466 -0.67206
H: -0.75465 3.49684 -3.21828
H: -1.74753 2.27827 -2.34855
H: -0.54498 4.71897 -0.75382
H: -1.74242 3.43440 -0.19772
H: -6.17719 5.40416 1.64140
H: -0.58174 0.36749 -2.83441
F: -2.22040 -0.84997 -3.00046
C: -2.58127 -1.86740 -2.20184
C: -3.77977 -1.82082 -1.51349
C: -4.13157 -2.89016 -0.69730
C: -3.27276 -3.98060 -0.57385
C: -2.06798 -4.00171 -1.26912
C: -1.73132 -2.93480 -2.09232
H: -4.42798 -0.95884 -1.61800
H: -5.07129 -2.87391 -0.15776
H: -3.54374 -4.81244 0.06692
H: -1.39416 -4.84597 -1.16838
H: -0.80361 -2.92891 -2.65135
F: -1.16608 -6.72404 -1.00934
C: -0.15583 -7.50966 -0.59042
C: -0.44274 -8.66662 0.11125
C: 0.59978 -9.47912 0.53885
C: 1.91580 -9.11925 0.26883
C: 2.19026 -7.95128 -0.43302
C: 1.14830 -7.14349 -0.87066
H: -1.47370 -8.92595 0.31903
H: 0.38689 -10.39179 1.08274
H: 2.72871 -9.75190 0.60683
H: 3.21613 -7.66960 -0.63943
H: 1.34276 -6.23420 -1.42655


(5)
A molecular structure, C30H39N3OYb. Source: the OMol25 dataset; level of theory: ωB97M-V/def2-TZVPD.

Properties
- 2S+1 = 2
- molecular weight (g mol⁻¹) = 630.70
- net charge = -1
- electronic energy (a.u.) = -2564.6814
- orbital gap (alpha / beta) (eV) = 2.715 / 4.766
- ⟨S²⟩ = 0.764

Geometry (Å):
Yb: 0.35487 -0.39434 1.48323
N: -0.37881 0.12802 3.64519
N: -2.03806 0.58875 0.70384
C: 1.02966 -2.22041 -0.69209
C: -0.12456 -2.79697 -0.09875
C: 0.14670 -3.01963 1.27535
C: -0.82847 -3.44848 2.30129
H: -1.84213 -3.46809 1.88683
H: -0.82717 -2.76087 3.16249
H: -0.61052 -4.45652 2.69321
C: 1.48986 -2.60430 1.53492
C: 2.05613 -2.37388 2.88374
H: 2.66489 -3.22277 3.23317
H: 1.25984 -2.22232 3.62771
H: 2.71531 -1.48994 2.88547
C: 2.02668 -2.09167 0.31105
C: 3.34850 -1.45524 0.13645
H: 3.64260 -0.89783 1.03669
H: 3.32331 -0.76577 -0.71754
H: 4.14669 -2.18715 -0.06402
C: -1.41202 -3.08190 -0.76636
H: -1.75046 -4.11107 -0.56745
H: -1.33411 -2.96426 -1.85240
H: -2.20461 -2.40253 -0.40991
C: 1.19179 -1.83165 -2.10992
H: 1.59924 -0.81209 -2.19066
H: 0.23047 -1.84578 -2.63272
H: 1.87517 -2.50562 -2.65581
C: 0.01799 0.63610 4.83889
H: 0.96466 0.25047 5.25812
C: -0.72899 1.60285 5.51193
H: -0.34994 1.99303 6.45939
C: -1.93973 2.04074 4.94784
H: -2.53868 2.79271 5.46593
C: -2.36758 1.50438 3.74579
H: -3.30605 1.79208 3.27557
C: -1.59585 0.49469 3.11460
C: -2.00892 -0.12770 1.88322
H: -2.25294 -1.19604 1.80390
C: -1.08631 0.41058 -0.31963
C: -3.05114 1.49470 0.29841
H: -3.86715 1.78262 0.95286
C: -2.79306 1.80604 -0.97378
H: -3.33926 2.43746 -1.65580
N: -1.61443 1.13449 -1.34410
C: -1.01641 1.13584 -2.65528
C: -1.41791 0.17968 -3.60412
C: -0.77620 0.12921 -4.84929
H: -1.09633 -0.61642 -5.58646
C: 0.27917 0.99147 -5.15698
C: 0.93444 0.96173 -6.50796
H: 1.94603 0.53774 -6.46230
H: 1.02326 1.97622 -6.91346
H: 0.34140 0.36245 -7.20476
C: 0.71167 1.88696 -4.17731
H: 1.56351 2.54253 -4.39301
C: 0.09397 1.95167 -2.92309
C: 0.61912 2.88982 -1.88750
H: -0.11220 3.66044 -1.60252
H: 1.51049 3.39632 -2.28064
H: 0.92581 2.36108 -0.97143
C: -2.51477 -0.78903 -3.30514
H: -3.49137 -0.42910 -3.66311
H: -2.59826 -0.98193 -2.23169
H: -2.30919 -1.74433 -3.80879
C: 2.32820 2.40772 2.99148
C: 1.47060 2.24393 1.75053
O: 2.03093 1.09439 1.03181
H: 2.26740 1.51531 3.63055
H: 2.00280 3.26116 3.59778
H: 3.38056 2.57001 2.71303
H: 0.41469 1.98693 2.00283
H: 1.45685 3.11910 1.09665
H: 2.13835 1.26420 0.06402